# 1
Below is C3H3CaO2 as an isolated structure at a distorted geometry, with properties calculated with the ωB97M-V functional and the def2-TZVPD basis.

Values from the calculation:
LUMO energy (spin up / spin down): -5.76 / -5.76 eV
total charge: +1

Last column: Mulliken charge in e.
Geometry (Å):
C 0.65655 -0.31872 -1.44233  -0.79
C 0.04066 -0.10226 -0.12882  -0.18
H 0.18812 0.21500 -2.28507  0.29
H 1.75907 -0.30484 -1.45044  0.25
H 0.30333 -1.39261 -1.39290  0.32
O -1.38830 0.64862 0.13294  -0.45
C -1.75622 1.02090 2.01566  0.21
Ca 1.06481 -0.41726 1.88843  1.79
O -0.86802 0.65117 2.66252  -0.43


# 2
Below is the molecule C3H3Cl at a distorted geometry, with properties calculated with the ωB97M-V functional and the def2-TZVPD basis.

Values from the calculation:
LUMO energy (spin up / spin down): -0.86 / -0.86 eV
total charge: 0

Last column: Mulliken charge in e.
Geometry (Å):
C -0.76488 -0.55664 0.00245  -0.63
C 1.28370 0.74613 0.08418  -0.20
C -0.03882 0.60629 -0.15337  0.05
Cl 2.49098 -0.39890 -0.08121  -0.08
H -0.60830 -1.57727 0.26294  0.33
H -1.89262 -0.39971 0.11511  0.20
H -0.47005 1.58009 -0.23011  0.34


# 3
Below is a 2-piece molecular cluster, C3H3Cl2F overall at a distorted geometry, with properties calculated with the ωB97M-V functional and the def2-TZVPD basis.

Values from the calculation:
LUMO energy: -0.02 eV
total charge: 0

Last column: Mulliken charge in e.
Geometry (Å):
C -0.65713 1.27537 -0.97586  -0.50
C 0.50324 1.27526 -0.36374  -0.12
C 0.47065 -2.26613 1.26190  0.05
F 0.17869 -2.58150 0.04188  -0.09
Cl 0.98283 0.37918 1.06234  -0.14
Cl -0.89100 -2.31069 2.22808  -0.02
H -1.42746 0.57350 -0.64250  0.25
H -0.54000 1.93638 -1.74487  0.28
H 1.38019 1.71863 -0.86725  0.29


# 4
Below is the molecule C3H3Cl2F at a distorted geometry, with properties calculated with the ωB97M-V functional and the def2-TZVPD basis.

Values from the calculation:
LUMO energy (spin up / spin down): 0.02 / 0.21 eV
total charge: 0

Last column: Mulliken charge in e.
Geometry (Å):
C 0.24453 0.01596 0.50743  -0.30
C -0.28754 0.91134 -0.56561  -0.45
C 1.64530 0.50473 0.57486  0.22
F 1.82922 1.68259 1.22992  -0.20
Cl -0.99545 2.43018 -0.38397  -0.12
Cl 2.77349 -0.00854 -0.70113  -0.15
H -0.13876 -0.01435 1.52981  0.30
H 0.27691 -0.94664 0.10162  0.26
H 0.29602 0.72809 -1.36059  0.44


# 5
Below is the molecule C3H3Cl2N at a distorted geometry, with properties calculated with the ωB97M-V functional and the def2-TZVPD basis.

Values from the calculation:
LUMO energy: 0.55 eV
SMILES string: CC(Cl)(Cl)C#N
total charge: 0

Last column: Mulliken charge in e.
Geometry (Å):
C 0.60596 1.07251 2.41313  0.09
C -0.11405 -0.08620 0.05095  -1.02
C -0.44829 -0.09207 1.52795  0.56
N 1.20947 1.79785 3.08802  -0.37
Cl -0.14103 -1.59401 2.40871  -0.12
Cl -2.05021 0.54797 1.96296  -0.11
H -0.14396 0.93758 -0.26118  0.31
H -0.70600 -0.75572 -0.67214  0.32
H 0.85653 -0.49429 -0.19338  0.34


# 6
Below is an isolated ion of composition C3H3Cl3N3 and charge +1 at a distorted geometry, with properties calculated with the ωB97M-V functional and the def2-TZVPD basis.

Values from the calculation:
LUMO energy: -5.73 eV
SMILES string: Cl/C=N\N=C/[NH+]=C(Cl)Cl
total charge: +1

Last column: Mulliken charge in e.
Geometry (Å):
C -1.14963 -0.56711 -0.03170  -0.12
C 0.61277 1.91978 1.69536  -0.04
C 0.48124 -0.97946 -1.76538  0.64
N -0.90634 0.47597 0.62583  -0.03
N -0.06856 1.41164 0.76928  -0.23
N -0.26340 -1.38993 -0.74057  -0.20
Cl 0.81233 1.13962 3.21168  -0.11
Cl 1.54208 -2.02909 -2.59174  -0.01
Cl 0.31276 0.59778 -2.40761  0.03
H -2.12691 -1.11289 -0.14065  0.34
H 1.11233 2.87904 1.69564  0.39
H -0.35868 -2.34535 -0.32015  0.34


# 7
Below is the molecule C3H3Cl3S at a distorted geometry, with properties calculated with the ωB97M-V functional and the def2-TZVPD basis.

Values from the calculation:
LUMO energy: -1.19 eV
SMILES string: S=CC(Cl)(Cl)CCl
total charge: 0

Last column: Mulliken charge in e.
Geometry (Å):
C -0.14904 -0.60633 -1.41456  -0.36
C -0.26174 -0.00059 1.16177  -0.54
C 0.39078 0.21359 -0.25311  0.50
S -1.43519 -1.57942 -1.21632  -0.16
Cl 0.40367 1.10950 2.36092  -0.14
Cl 2.10096 0.08240 -0.00898  -0.13
Cl 0.09094 1.93054 -0.79154  -0.14
H 0.20109 -0.31899 -2.45476  0.31
H -1.42729 0.25987 1.05997  0.34
H 0.08582 -1.09057 1.55661  0.32


# 8
Below is the molecule C3H3ClF2 at a distorted geometry, with properties calculated with the ωB97M-V functional and the def2-TZVPD basis.

Values from the calculation:
LUMO energy: 0.90 eV
SMILES string: F[C@@H]1C[C@]1(F)Cl
total charge: 0

Last column: Mulliken charge in e.
Geometry (Å):
C -0.09020 0.55361 0.69379  0.07
C 0.03610 -0.94110 0.32808  -0.70
C 0.01429 0.25611 -0.80231  0.50
H -1.23921 0.75448 0.93710  0.27
H 1.00142 -1.48036 0.21098  0.30
H -0.86518 -1.67848 0.36433  0.23
F 0.86510 1.34218 1.16067  -0.27
F -1.13519 0.39349 -1.41370  -0.24
Cl 1.41287 0.80008 -1.47894  -0.16


# 9
Below is the molecule C3H3ClFNO at a distorted geometry, with properties calculated with the ωB97M-V functional and the def2-TZVPD basis.

Values from the calculation:
LUMO energy: 0.64 eV
SMILES string: O=CN/C=C(/F)Cl
total charge: 0

Last column: Mulliken charge in e.
Geometry (Å):
C -1.11234 -0.35788 -0.03321  0.27
C -0.14184 -1.25362 -0.01177  -0.13
C 1.90302 0.18052 0.24142  0.05
H -0.49056 -2.26278 0.05409  0.32
H 1.83105 -1.77845 -0.43444  0.25
H 1.32309 0.86824 0.82827  0.28
N 1.25058 -0.99703 -0.13905  -0.14
O 3.05942 0.45532 -0.04729  -0.54
F -2.32543 -0.89621 0.10894  -0.23
Cl -1.10924 1.36243 -0.07384  -0.14


# 10
Below is the molecule C3H3ClN2O at a distorted geometry, with properties calculated with the ωB97M-V functional and the def2-TZVPD basis.

Values from the calculation:
LUMO energy: 0.82 eV
SMILES string: Nc1cc(Cl)on1
total charge: 0

Last column: Mulliken charge in e.
Geometry (Å):
C 1.05537 1.01268 0.30582  0.55
C 0.25905 0.52234 -0.75682  -0.44
C -0.45604 -0.43926 -0.21245  0.28
H 2.03346 2.37961 1.23585  0.28
H 1.86806 2.76076 -0.38800  0.25
H 0.27877 0.81933 -1.79092  0.33
N 2.01125 2.01522 0.29414  -0.53
N 0.74470 0.40477 1.44162  -0.44
O -0.28642 -0.50616 1.10314  -0.13
Cl -1.54887 -1.49559 -0.94422  -0.15


# 11
Below is the molecule C3H3ClN2O at a distorted geometry, with properties calculated with the ωB97M-V functional and the def2-TZVPD basis.

Values from the calculation:
LUMO energy: 0.30 eV
SMILES string: [H]/N=C1\CN(Cl)C1=O
total charge: 0

Last column: Mulliken charge in e.
Geometry (Å):
C -0.38902 -1.25960 -0.01132  0.39
C -1.89022 -1.37371 -0.02878  0.42
C -0.73618 0.52646 -0.04365  -0.48
N 0.57743 -2.00308 0.07552  -0.58
N -2.06535 -0.02383 -0.03523  0.02
O -2.66518 -2.28349 -0.02650  -0.56
Cl -3.52089 0.88795 0.03248  -0.04
H -0.44472 1.04484 0.86362  0.28
H -0.44857 1.02900 -0.96033  0.28
H 1.52141 -1.63256 0.10159  0.27


# 12
Below is a 2-piece molecular cluster, C3H3ClN2S overall at a distorted geometry, with properties calculated with the ωB97M-V functional and the def2-TZVPD basis.

Values from the calculation:
LUMO energy: 0.17 eV
SMILES string: C#CNN=C=S.Cl
total charge: 0

Last column: Mulliken charge in e.
Geometry (Å):
C -0.26981 2.30578 -0.69726  -0.43
C -0.69891 1.63638 0.22913  0.11
C -0.86034 -1.18853 -0.62683  0.39
N -1.07922 0.57268 0.95156  -0.17
N -1.37946 -0.53852 0.23095  -0.20
S -0.18892 -2.11934 -1.68590  -0.33
Cl 2.71110 -2.85550 0.63537  -0.22
H 0.23997 3.21117 -1.22125  0.31
H -1.88973 0.81298 1.57922  0.31
H 3.41532 -1.83711 0.60501  0.23


# 13
Below is an isolated ion of composition C3H3ClNO and charge +1 at a distorted geometry, with properties calculated with the ωB97M-V functional and the def2-TZVPD basis.

Values from the calculation:
LUMO energy: -7.64 eV
SMILES string: O=[N+]1C=C[C@H]1Cl
total charge: +1

Last column: Mulliken charge in e.
Geometry (Å):
C 0.12588 0.48773 -0.20509  -0.27
C 0.16214 -0.77934 -0.62950  -0.14
C -1.47093 0.05599 0.49110  -0.03
N -0.98820 -1.28922 -0.02532  0.54
O -1.34896 -2.39916 0.18286  -0.31
Cl -2.86784 0.79255 -0.21527  -0.02
H 0.67495 1.47143 -0.47888  0.36
H 0.85786 -1.38506 -1.11422  0.47
H -1.33207 -0.08233 1.50265  0.40


# 14
Below is C3H3ClO as an isolated structure at a distorted geometry, with properties calculated with the ωB97M-V functional and the def2-TZVPD basis.

Values from the calculation:
LUMO energy: 0.35 eV
total charge: 0

Last column: Mulliken charge in e.
Geometry (Å):
C 1.44461 0.63743 0.75674  -0.35
C 0.64096 -0.08263 0.01237  0.37
C -1.25619 -0.12879 -0.35429  -0.32
O 1.68842 -0.06567 -0.82330  -0.44
Cl -2.01236 -1.55662 0.28928  -0.13
H 2.18062 0.60115 1.48881  0.27
H -1.31153 -0.23743 -1.43540  0.27
H -1.37452 0.83257 0.06580  0.32


# 15
Below is the molecule C3H3ClOS at a distorted geometry, with properties calculated with the ωB97M-V functional and the def2-TZVPD basis.

Values from the calculation:
LUMO energy: -0.57 eV
SMILES string: OC(=S)/C=C/Cl
total charge: 0

Last column: Mulliken charge in e.
Geometry (Å):
C -1.13413 -0.02787 -0.00548  0.63
C 0.31259 0.25231 0.03881  -0.30
C 1.17713 -0.75344 -0.11377  -0.33
H -1.40210 1.88956 0.26789  0.33
H 0.78139 1.22317 0.08168  0.19
H 1.00963 -1.76500 -0.22049  0.41
O -1.84682 1.12118 -0.08361  -0.45
S -1.77743 -1.50430 0.02300  -0.32
Cl 2.87975 -0.43560 0.01198  -0.18


# 16
Below is the molecule C3H3ClS at a distorted geometry, with properties calculated with the ωB97M-V functional and the def2-TZVPD basis.

Values from the calculation:
LUMO energy: -0.14 eV
total charge: 0

Last column: Mulliken charge in e.
Geometry (Å):
C -0.87692 1.59199 -0.00326  -0.31
C -0.11813 0.55546 0.01098  0.31
C 0.63080 -0.46487 -0.13956  -0.56
S 0.42620 3.86062 1.87136  -0.35
Cl 0.13112 3.11933 0.09773  0.07
H -1.99615 1.58871 -0.18485  0.34
H 0.89371 -0.85582 -1.12767  0.22
H 1.21915 -1.08294 0.52770  0.28


# 17
Below is C3H3CoO as an isolated structure at a distorted geometry, with properties calculated with the ωB97M-V functional and the def2-TZVPD basis.

Values from the calculation:
multiplicity: 5
LUMO energy (spin up / spin down): -11.88 / -14.27 eV
total charge: +2

Last column: Mulliken spin population.
Geometry (Å):
H -2.37282 0.52827 -0.59231  0.01
O -0.03398 1.35724 -0.05670  0.64
C -2.07612 -0.33065 0.01458  0.14
C -0.82080 -0.82076 -0.05628  0.21
C 0.29744 0.16548 -0.12809  -0.10
H -2.83772 -0.81143 0.63106  0.01
H -0.58546 -1.82144 0.31719  -0.01
Co 2.18366 -0.39579 0.20216  3.11


# 18
Below is C3H3CrLiO4 as an isolated structure at a distorted geometry, with properties calculated with the ωB97M-V functional and the def2-TZVPD basis.

Values from the calculation:
multiplicity: 5
LUMO energy (spin up / spin down): -10.70 / -9.71 eV
total charge: +2

Last column: Mulliken spin population.
Geometry (Å):
H 1.15463 0.89990 0.91080  0.00
C 1.98647 -0.05780 -0.59749  0.00
C 0.74325 0.61006 -0.11110  0.00
O -0.25624 -0.37206 -0.02730  -0.01
C -1.49045 -0.07659 0.45926  0.00
O -1.73226 1.04803 0.93251  -0.05
O -2.31893 -1.00993 0.38731  -0.05
O 1.99351 -1.23556 -0.92846  0.00
Cr -3.64372 0.29009 1.28581  4.11
H 2.82898 0.61928 -0.83272  0.00
H 0.45727 1.45844 -0.75025  0.00
Li 0.27749 -2.17386 -0.72836  0.00


# 19
Below is C3H3CrO2 as an isolated structure at a distorted geometry, with properties calculated with the ωB97M-V functional and the def2-TZVPD basis.

Values from the calculation:
multiplicity: 6
LUMO energy (spin up / spin down): -12.98 / -10.76 eV
total charge: +2

Last column: Mulliken spin population.
Geometry (Å):
O -0.99784 0.24421 0.99780  -0.09
Cr -1.39940 -1.99293 -2.37501  4.22
O -1.26500 -1.08075 -0.79900  0.01
C -0.67013 -0.21031 -0.19287  0.22
C 0.31901 0.71120 1.28079  0.58
C 0.87646 0.25163 -0.00710  0.03
H 0.39306 1.65293 1.82115  0.02
H 1.57004 -0.59802 0.00446  0.00
H 1.17382 1.02204 -0.73021  0.00


# 20
Below is C3H3CsO2 as an isolated structure at a distorted geometry, with properties calculated with the ωB97M-V functional and the def2-TZVPD basis.

Values from the calculation:
multiplicity: 2
LUMO energy (spin up / spin down): -3.70 / -3.69 eV
total charge: +1

Last column: Mulliken spin population.
Geometry (Å):
O 4.39133 0.51275 0.03666  0.00
C 5.13501 -0.33416 -0.06135  0.00
O -1.34267 0.70813 0.18077  0.38
Cs 1.58611 3.05238 0.45320  0.00
C -1.78340 -1.08029 0.25986  -0.01
C -2.31156 0.07264 -0.40155  0.57
H -1.29334 -1.86532 -0.31808  0.02
H -1.90710 -1.21537 1.33557  0.01
H -2.47439 0.14925 -1.48510  0.03